Entry 1:
The following is a quantum chemistry calculation of 2 unconnected molecules or ions with the total composition C5H14NO2 at a distorted geometry, from the Open Molecules 2025 dataset.

Computed properties:
Maximum force in eV/Å: 2.63
HOMO-LUMO gap in eV: 10.878
LUMO level in eV: -3.012
Highest occupied orbital energy in eV: -13.89
Charge: +1
Energy relative to the best compared isomer or geometry (same formula, charge and spin) in kcal per mole: 40.05

Element x y z (Å)
C 1.0112 1.8562 0.8285
H -1.9444 1.3161 -0.4742
C 1.8124 -0.3569 -0.0458
H 2.3835 0.1128 -0.8547
H 1.0596 2.5771 1.5767
H -2.3062 -2.0106 -0.0603
H 2.3802 -1.2468 0.2018
H -0.0063 0.0802 -0.9939
C 1.7830 0.5905 1.1746
H 0.1470 -2.8068 -0.0125
O -2.5181 0.6568 -0.8944
N -1.6303 -1.9058 -0.8043
H -1.7162 -2.7364 -1.3656
H 1.2617 2.2245 -0.1788
H 2.7957 0.8758 1.4069
H -2.9079 1.0579 -1.6917
H -0.8256 1.6557 1.5621
H -1.8334 -1.0037 -1.3054
C -0.2541 -1.8273 -0.2536
O -0.4225 1.5382 0.6985
H 1.2744 0.1246 2.0241
C 0.4563 -0.7721 -0.5380

---

Entry 2:
The following is a quantum chemistry calculation of 2 unconnected molecules or ions with the total composition C5H14NO2 at a distorted geometry, from the Open Molecules 2025 dataset.

Computed properties:
Maximum force in eV/Å: 1.84
HOMO-LUMO gap in eV: 10.548
LUMO level in eV: -4.095
Highest occupied orbital energy in eV: -14.64
Charge: +1
Energy relative to the best compared isomer or geometry (same formula, charge and spin) in kcal per mole: 40.91

Element x y z (Å)
H -0.9725 -0.1840 -0.4051
H -0.2179 2.0186 0.0052
H -1.9428 0.4679 2.2991
H 2.8759 -0.2816 -0.0102
H -1.8712 -2.2482 -1.4263
H -0.3664 1.7802 1.7658
H 2.1731 -0.2567 -2.2053
N -1.0736 0.2394 0.5188
H -2.5651 -0.9805 1.3616
C -1.9178 -0.1266 1.3939
H 1.4838 0.3776 1.9952
H 1.4542 1.2593 -1.6549
H 1.8356 1.8238 1.0226
O 0.0948 -0.2212 -1.7648
O -2.2065 -2.0249 -0.5435
C 1.4743 0.1726 -1.4877
C 1.7985 -0.1462 -0.0665
H 1.2325 -1.0400 0.2252
C -0.0984 1.3034 0.8202
C 1.3487 0.8496 1.0256
H -2.3922 -2.9282 -0.2539
H -0.1469 0.1458 -2.6150

---

Entry 3:
The following is a quantum chemistry calculation of a gas-phase ion, C5H14NO3Si (charge +1) at a distorted geometry, from the Open Molecules 2025 dataset.

Computed properties:
Maximum force in eV/Å: 4.25
HOMO-LUMO gap in eV: 10.269
LUMO level in eV: -2.847
Highest occupied orbital energy in eV: -13.12
Charge: +1
Energy relative to the best compared isomer or geometry (same formula, charge and spin) in kcal per mole: 0.00

Element x y z (Å)
H 1.9331 -1.4658 2.1684
O 0.9737 -0.2448 0.8255
H 0.2756 -1.9320 1.7351
C 2.1429 0.4916 0.4184
H -3.0921 -1.1611 -0.1995
H 2.4763 -0.4474 -1.5118
Si -0.4129 0.1448 -0.1950
H 0.6748 0.8191 -2.4949
H 2.9376 1.2719 -1.4239
C 2.1937 0.5344 -1.1061
H -2.3880 -2.7902 -0.3673
H -2.5806 -1.7503 -1.7975
C -2.3581 -1.7642 -0.7312
H -2.6067 2.3186 1.5858
H 2.0024 1.5059 0.7963
H 1.5966 -2.2271 0.5846
N 0.8704 0.9721 -1.5177
O -1.1820 1.1749 0.7216
H -2.8878 1.9719 -0.1433
O -1.0416 -1.2814 -0.5086
C 1.2171 -1.5477 1.3500
H -1.6392 3.1431 0.3347
C -2.1370 2.2132 0.6081
H 3.0317 0.0507 0.8684

---

Entry 4:
The following is a quantum chemistry calculation of a gas-phase ion, C5H14NO3Si (charge +1) at a distorted geometry, from the Open Molecules 2025 dataset.

Computed properties:
Maximum force in eV/Å: 4.69
HOMO-LUMO gap in eV: 9.433
LUMO level in eV: -3.878
Highest occupied orbital energy in eV: -13.31
Charge: +1
Energy relative to the best compared isomer or geometry (same formula, charge and spin) in kcal per mole: 48.19
SMILES: COCC[NH+]=[Si](OC)OC

Element x y z (Å)
H 0.8155 -1.8563 1.7493
H -3.2343 -1.1616 -2.1316
H -4.0721 -2.1370 -0.7827
H -0.7672 -1.8301 -0.1187
H 2.0445 -2.3630 0.0034
C 1.9577 -1.2680 0.2478
H 3.3028 1.0384 0.0463
H 2.9377 -1.0247 0.8354
H 0.4698 2.1809 0.4378
C 3.1128 0.4449 -0.8973
O 2.0342 -0.4662 -0.8996
N -0.4689 -0.9181 0.3823
H 2.8173 1.2569 -1.6052
O -1.5636 1.7632 0.4616
H -0.7438 3.5446 0.3732
C 0.8113 -0.9859 1.0997
Si -1.6342 0.2571 0.2802
C -0.5084 2.6298 0.9100
H -4.7921 -0.4669 -1.4185
H 0.9664 -0.1116 1.7472
O -3.0298 -0.3582 -0.1830
H 3.9237 -0.0759 -1.3620
C -3.8079 -1.0231 -1.1682
H -0.5714 2.9308 1.9923

---

> Number 2 is which compound?

C5H14NO2

---

> Look up the energy relative to the best compared isomer or geometry (same formula, charge and spin) of the fourth one.

48.19 kcal per mole

---

> What is the formula in the second record?

C5H14NO2